(1)
# C23H30As2NO8S4W

A structure of composition C23H30As2NO8S4W in a non-equilibrium geometry (the ωB97M-V functional and the def2-TZVPD basis, the OMol25 dataset).

Calculated values
* energy: -7682.1641 Eh
* E_HOMO (spin up / spin down): -10.44 / -10.43 eV
* HOMO-LUMO gap (spin up / spin down): 4.6437 / 4.6619 eV
* relative energy (zero: lowest compared OMol25 entry of this formula, charge and spin): 0.0 kcal/mol

Geometry as ORCA input:
```
! wB97M-V def2-TZVPD RIJCOSX def2/J DEFGRID3
* xyz 1 1
W -0.2661 1.1293 0.7644
S 0.9428 1.6427 2.7398
S -0.6661 1.9315 4.0132
S -1.7576 3.3722 3.0388
S -2.0577 2.5377 1.1577
C 2.4305 5.1098 2.0663
N 1.5101 5.5686 1.0413
C 0.6948 6.6675 1.5237
C 0.6928 4.4922 0.5182
C 1.5098 3.5027 -0.2818
C 2.4257 4.0702 -1.1739
C 3.2841 3.3052 -1.9339
C 3.2662 1.9253 -1.7873
C 2.3369 1.3462 -0.9425
C 1.3974 2.0973 -0.2030
H 3.1222 5.9123 2.3214
H 3.0134 4.2647 1.6985
H 1.9139 4.7964 2.9878
H 1.3362 7.4970 1.8206
H 0.0771 6.3908 2.3929
H 0.0317 7.0188 0.7328
H -0.0573 4.9453 -0.1428
H 0.1368 3.9815 1.3110
H 2.4722 5.1507 -1.2206
H 3.9866 3.7797 -2.6056
H 3.9776 1.3043 -2.3152
H 2.4079 0.2746 -0.8153
C -1.2702 2.6338 -2.3688
O -1.0312 1.4522 -1.5589
C -2.0661 0.5645 -1.3987
O -3.1148 0.6312 -1.9563
C -1.5855 -0.2942 -0.2755
C -2.3390 -1.2015 0.4598
As -3.1013 -2.8647 -0.1667
C -3.1074 -2.5254 -2.0856
C -1.2323 -3.6502 -0.0838
C -0.0809 -3.0153 -0.2211
As 0.3314 -1.0973 -0.4292
C 0.7011 -1.0588 -2.3285
C 1.2855 -3.6296 -0.3071
O 2.2589 -2.9074 -0.2083
O 1.3173 -4.9209 -0.5231
C 2.6335 -5.5224 -0.5685
C -1.3010 -5.1259 0.1893
O -0.8365 -5.6546 1.1585
O -1.9980 -5.7238 -0.7779
C -2.2231 -7.1413 -0.6049
C -1.8847 -1.1758 1.8370
O -1.0526 -0.2986 2.1964
O -2.3227 -2.0749 2.6658
C -1.8545 -2.0199 4.0390
H -0.3053 3.1261 -2.4424
H -2.0036 3.2672 -1.8739
H -1.6348 2.3179 -3.3422
H -3.9554 -1.8837 -2.3142
H -3.2262 -3.4884 -2.5792
H -2.1915 -2.0507 -2.4304
H -0.0540 -1.6501 -2.8444
H 1.6874 -1.5010 -2.4626
H 0.7101 -0.0316 -2.6819
H 2.4590 -6.5525 -0.8583
H 3.0901 -5.4659 0.4165
H 3.2506 -5.0054 -1.2996
H -3.0667 -7.3811 -1.2432
H -2.4429 -7.3582 0.4369
H -1.3356 -7.6849 -0.9222
H -2.2634 -2.9106 4.4994
H -2.2382 -1.1150 4.5040
H -0.7670 -2.0257 4.0484
*
```

***

(2)
# C23H30BF4HfO5

A structure of composition C23H30BF4HfO5 in a non-equilibrium geometry (the ωB97M-V functional and the def2-TZVPD basis, the OMol25 dataset).

Calculated values
* energy: -1743.0346 Eh
* E_HOMO (spin up / spin down): -0.64 / -0.63 eV
* HOMO-LUMO gap (spin up / spin down): 2.5570 / 2.5540 eV
* relative energy (zero: lowest compared OMol25 entry of this formula, charge and spin): 79.9 kcal/mol

Geometry as ORCA input:
```
! wB97M-V def2-TZVPD RIJCOSX def2/J DEFGRID3
* xyz -1 1
C -2.6799 -2.0799 -0.9667
C -1.3029 -1.8192 -1.6204
C -2.4491 -1.9751 0.5554
C -0.9565 -2.2544 0.7436
H -3.0836 -2.6695 1.1011
H -2.6843 -0.9619 0.8903
C -0.3239 -1.5340 -0.4794
H -1.3584 -0.9937 -2.3253
H -0.9753 -2.7090 -2.1712
C -0.1820 -0.0408 -0.2656
H 0.6650 -1.9470 -0.6901
H -0.8117 -3.3279 0.5494
C -0.3615 -1.9301 2.0600
C -3.7208 -1.0233 -1.3138
C -3.1678 -3.5009 -1.3312
O -3.1829 -4.4079 -0.5103
O -3.4618 0.0908 -1.7645
O -4.9541 -1.4283 -0.9918
O -3.5013 -3.7874 -2.6033
C -3.6381 -2.7966 -3.6272
H -2.7957 -2.0995 -3.6558
H -4.5745 -2.2452 -3.5034
H -3.6725 -3.3520 -4.5614
C -5.9989 -0.4683 -1.1693
H -5.8284 0.4106 -0.5422
H -6.9162 -0.9725 -0.8718
H -6.0617 -0.1501 -2.2130
O 0.9703 0.2493 0.4573
H -1.0594 0.3739 0.2369
H -0.1293 0.4452 -1.2520
C 0.6270 -2.8665 2.6108
C -0.8877 -0.8376 2.8871
H -1.9382 -0.9946 3.1835
H -0.8566 0.1392 2.3855
H -0.3029 -0.7209 3.8108
H 1.3896 -2.3435 3.2015
H 1.1427 -3.4403 1.8317
H 0.1602 -3.6054 3.2849
Hf 2.2370 1.5762 0.6074
C 4.7090 1.1513 0.2837
C 4.0142 -0.0296 0.0775
C 3.2177 0.1193 -1.0972
H 4.0698 -0.8932 0.6916
C 3.3315 1.4684 -1.5461
C 4.2791 2.1097 -0.7627
H 4.5715 3.1524 -0.7776
H 5.3145 1.4133 1.1389
H 2.5801 -0.6278 -1.5149
H 2.8427 1.8819 -2.3955
C 1.3141 3.4560 1.8887
C 2.2608 3.9863 0.9807
C 1.8144 3.7503 -0.3466
H 3.2017 4.4307 1.2604
C 0.5683 3.0800 -0.2644
C 0.2469 2.9162 1.1225
H -0.6128 2.4184 1.5154
H 1.3941 3.4332 2.9476
H 2.3074 4.0430 -1.2428
H -0.0337 2.7587 -1.0879
F 3.8459 2.7588 1.1667
B 5.0881 3.5843 1.4079
F 5.0835 4.7537 0.6192
F 4.8432 3.8097 2.7440
F 6.3743 3.0732 1.2235
*
```

***

(3)
# C23H30ClN3O4

The molecule C23H30ClN3O4 (the ωB97M-V functional and the def2-TZVPD basis, the OMol25 dataset).

Calculated values
* energy: -1819.8467 Eh
* SMILES string: COc1cc(NC(=O)NCC2CCN(Cc3ccccc3Cl)CC2)cc(OC)c1OC
* E_HOMO: -8.16 eV
* HOMO-LUMO gap: 8.8277 eV
* relative energy (zero: lowest compared OMol25 entry of this formula, charge and spin): 0.0 kcal/mol

Geometry as ORCA input:
```
! wB97M-V def2-TZVPD RIJCOSX def2/J DEFGRID3
* xyz 0 1
C 5.4571 4.5652 2.4289
O 4.9826 3.3874 3.0337
C 3.9854 2.6886 2.4201
C 3.3750 3.0960 1.2470
C 2.3829 2.3125 0.6574
N 1.7895 2.7626 -0.5201
C 1.3390 2.0576 -1.6249
O 0.7204 2.6302 -2.4981
N 1.6981 0.7537 -1.6773
C 1.1723 -0.1490 -2.6705
C 0.1450 -1.1240 -2.0819
C -0.2820 -2.1559 -3.1236
C -1.3417 -3.0887 -2.5443
N -2.4969 -2.3198 -2.1276
C -3.6175 -3.1528 -1.7378
C -4.9103 -2.3814 -1.7542
C -5.0615 -1.2896 -2.6015
C -6.2435 -0.5748 -2.6468
C -7.3079 -0.9454 -1.8420
C -7.1854 -2.0337 -0.9975
C -5.9944 -2.7408 -0.9614
Cl -5.8871 -4.1093 0.0996
C -2.1336 -1.3877 -1.0754
C -1.1019 -0.3910 -1.5907
C 1.9955 1.1387 1.2797
C 2.6012 0.7098 2.4640
O 2.1110 -0.4769 2.9085
C 2.5268 -1.0388 4.1345
C 3.6077 1.4833 3.0492
O 4.2608 1.0552 4.1919
C 4.1267 1.8806 5.3326
H 6.2629 4.9181 3.0708
H 4.6777 5.3321 2.3732
H 5.8523 4.3713 1.4272
H 3.6641 4.0144 0.7630
H 1.7552 3.7631 -0.6535
H 2.2350 0.3624 -0.9204
H 0.7047 0.4699 -3.4394
H 2.0005 -0.7089 -3.1183
H 0.6075 -1.6476 -1.2351
H 0.5769 -2.7423 -3.4557
H -0.7022 -1.6393 -3.9875
H -1.6583 -3.8017 -3.3103
H -0.9078 -3.6613 -1.7024
H -3.7036 -3.9730 -2.4595
H -3.4660 -3.6059 -0.7425
H -4.2223 -1.0139 -3.2204
H -6.3358 0.2709 -3.3112
H -8.2347 -0.3928 -1.8707
H -8.0066 -2.3387 -0.3677
H -3.0355 -0.8584 -0.7594
H -1.7254 -1.9223 -0.1960
H -1.5323 0.1758 -2.4171
H -0.8475 0.3135 -0.7971
H 1.1859 0.5365 0.9010
H 2.2508 -0.4065 4.9820
H 1.9908 -1.9855 4.2051
H 3.6025 -1.2199 4.1526
H 4.6030 1.3351 6.1459
H 3.0712 2.0508 5.5750
H 4.6238 2.8427 5.1970
*
```

***

(4)
# C23H30MoN6O

A structure of composition C23H30MoN6O (the ωB97M-V functional and the def2-TZVPD basis, the OMol25 dataset).

Calculated values
* energy: -1364.8819 Eh
* E_HOMO (spin up / spin down): -20.81 / -20.81 eV
* HOMO-LUMO gap (spin up / spin down): 6.1504 / 6.1488 eV
* relative energy (zero: lowest compared OMol25 entry of this formula, charge and spin): 36.7 kcal/mol

Geometry as ORCA input:
```
! wB97M-V def2-TZVPD RIJCOSX def2/J DEFGRID3
* xyz 4 1
Mo -0.1709 0.1781 -0.0128
C 2.2560 -3.3340 -0.3238
C 2.2527 -2.0646 0.5324
C 2.5715 -0.8544 -0.3503
N 1.7574 0.3982 -0.1568
C 2.3441 1.6231 -0.4200
C 3.7056 1.8487 -0.2034
C 4.4640 2.9885 -0.4193
C 4.0535 4.2161 -0.9156
C 2.7562 4.6015 -1.2532
C 1.5833 3.8727 -1.2163
C 1.3662 2.5259 -0.8696
N 0.0993 1.9485 -0.9312
C -0.9149 2.8167 -1.6172
C -2.1866 2.1464 -2.0597
C -2.9178 1.5821 -0.8704
N -2.0223 0.5577 -0.3052
C -2.5206 -0.6858 0.1082
C -3.7435 -0.6786 0.8182
C -4.5466 -1.7132 1.2469
C -4.3763 -3.0770 1.0195
C -3.3689 -3.7060 0.2713
C -2.2337 -3.1698 -0.2833
C -1.7548 -1.8297 -0.3111
N -0.5293 -1.5323 -0.8724
C 0.2029 -2.5156 -1.7350
C 0.9010 -3.6440 -0.9520
H 2.5577 -4.1926 0.2743
H 3.0176 -3.2420 -1.1032
H 2.9875 -2.1299 1.3340
H 1.2851 -1.9599 1.0383
H 2.4744 -1.1028 -1.4061
H 3.6133 -0.5828 -0.2196
H 4.2662 1.0223 0.2105
H 5.5147 2.9000 -0.1672
H 4.8221 4.9726 -1.0302
H 2.6443 5.6274 -1.5863
H 0.7183 4.4454 -1.5108
H -0.4187 3.2083 -2.5039
H -1.1510 3.6555 -0.9570
H -1.9876 1.3558 -2.7860
H -2.8088 2.8907 -2.5579
H -3.8526 1.1044 -1.1583
H -3.1292 2.3447 -0.1170
H -4.1155 0.3148 1.0473
H -5.4367 -1.4227 1.7941
H -5.1396 -3.7309 1.4305
H -3.4956 -4.7732 0.1221
H -1.6177 -3.8803 -0.8158
H 0.9028 -1.9481 -2.3436
H -0.5368 -2.9155 -2.4303
H 1.0142 -4.4707 -1.6568
H 0.2395 -4.0093 -0.1640
N 0.1038 -0.5749 4.0278
C -0.1795 0.4362 3.2310
N -0.4862 1.6305 3.7000
O -0.1505 0.2464 1.9418
H 0.1149 -0.4766 5.0344
H 0.3907 -1.4612 3.6457
H -0.5029 1.8279 4.6918
H -0.6858 2.3912 3.0722
*
```